1.
C5H6N2O as an isolated structure in a non-equilibrium geometry, computed with the ωB97M-V functional and the def2-TZVPD basis.

Calculated values
gap between HOMO and LUMO: 9.4109 eV
energy above the lowest of the compared OMol25 structures with the same formula, charge and spin: 3.244 eV
charge: 0
largest force on an atom: 4.79 eV/A
molar mass: 110.12 g/mol
DFT total energy: -378.75172 Eh

Last column: natural (NBO) charge in e.
CARTESIAN COORDINATES (ANGSTROEM)
C -0.881235 1.869572 0.353882  -0.638
C 0.717715 -1.600026 -0.043863  0.472
C 0.585795 0.019571 -0.743903  0.266
C -0.317014 0.494847 0.233906  -0.135
C -0.534343 -0.598398 1.047799  0.178
O 0.527813 -1.488368 1.298952  -0.476
N 1.177411 -2.561369 -0.696526  -0.648
N 1.066570 0.259760 -1.865869  -0.610
H 1.479164 -3.344178 -0.115418  0.350
H 0.608066 0.999644 -2.396416  0.352
H -1.349418 -0.728156 1.747879  0.204
H -1.288039 2.216133 -0.596921  0.220
H -0.115756 2.578956 0.677002  0.239
H -1.676729 1.882014 1.099496  0.227

Cartesian forces, eV/Å:
C -0.627 -0.296 -0.101
C 3.691 1.261 -2.784
C 0.371 -3.501 0.848
C -0.912 -0.650 1.002
C -0.239 2.604 2.257
O -1.986 0.073 -1.288
N 0.065 0.195 0.158
N -0.282 -0.338 -0.695
H -0.483 -0.111 0.066
H 0.347 0.512 0.448
H 0.005 0.224 0.150
H 0.005 0.091 0.005
H 0.060 -0.152 -0.045
H -0.016 0.090 -0.021

***

2.
A 2-piece molecular cluster, C4H11NOS overall, computed with the ωB97M-V functional and the def2-TZVPD basis.

Calculated values
gap between HOMO and LUMO: 9.5503 eV
energy above the lowest of the compared OMol25 structures with the same formula, charge and spin: 1.793 eV
charge: 0
largest force on an atom: 0.51 eV/A
molar mass: 121.20 g/mol
DFT total energy: -687.14345 Eh
SMILES: C=C(C)C.NSO

Last column: natural (NBO) charge in e.
CARTESIAN COORDINATES (ANGSTROEM)
C -1.598583 -1.282487 -0.939304  -0.644
C -0.499069 -1.278735 1.340684  -0.648
C -1.751568 0.699215 0.533703  -0.441
C -1.315655 -0.533323 0.327769  0.044
N 1.875290 2.118392 -0.261092  -1.010
O 3.763298 0.762913 -1.398210  -0.859
S 3.008320 0.928412 0.063809  0.628
H -2.013713 -0.626234 -1.699071  0.216
H -0.692470 -1.745750 -1.323177  0.213
H -2.315928 -2.080570 -0.744435  0.218
H -0.463549 -0.750950 2.289405  0.215
H 0.524568 -1.402868 0.990789  0.222
H -0.917133 -2.271465 1.504023  0.213
H -1.561731 1.224769 1.454165  0.193
H 3.289942 0.143791 -1.964159  0.478
H -2.335384 1.226858 -0.201557  0.195
H 2.087246 3.023781 0.134862  0.378
H 0.916120 1.844249 -0.108203  0.389

Cartesian forces, eV/Å:
C -0.112 0.133 0.062
C -0.099 0.109 0.058
C -0.058 0.192 0.011
C 0.231 -0.190 -0.044
N 0.211 -0.178 0.413
O 0.246 0.031 0.018
S -0.299 0.272 -0.311
H -0.042 0.007 -0.102
H 0.105 -0.063 -0.081
H -0.014 -0.103 -0.017
H -0.010 0.029 0.111
H 0.105 -0.070 -0.095
H 0.011 -0.101 0.052
H 0.074 0.049 0.260
H -0.165 -0.053 0.091
H -0.108 0.066 -0.223
H 0.009 -0.047 -0.079
H -0.085 -0.083 -0.123

***

3.
An isolated ion of composition C7H12FN2 and charge +1 in a non-equilibrium geometry, computed with the ωB97M-V functional and the def2-TZVPD basis.

Calculated values
gap between HOMO and LUMO (alpha / beta): 7.6400 / 7.5503 eV
energy above the lowest of the compared OMol25 structures with the same formula, charge and spin: 2.298 eV
charge: +1
largest force on an atom: 4.49 eV/A
molar mass: 143.19 g/mol
DFT total energy: -482.94805 Eh

Last column: natural (NBO) charge in e.
CARTESIAN COORDINATES (ANGSTROEM)
C 0.154609 -0.602586 -1.541696  0.542
C 0.827693 0.166235 -0.493430  -0.488
C -1.243136 0.579927 0.674170  -0.333
C 0.173443 0.054966 0.842316  -0.197
C -1.691128 0.547473 -0.815165  -0.126
C -2.425274 -0.123376 1.052868  0.341
C 0.993535 0.774040 1.857438  -0.598
N -1.145077 -0.386183 -1.629110  -0.502
N 0.942085 -1.451601 -2.227202  -0.713
F -3.511329 0.427649 1.575947  -0.286
H 1.868706 -0.134015 -0.336734  0.243
H 0.981059 1.253231 -0.741718  0.272
H -1.258785 1.690624 1.124882  0.261
H 0.124911 -0.977103 1.024956  0.211
H -2.695049 0.771193 -1.157724  0.245
H -2.497278 -1.130577 1.309669  0.182
H 1.234475 1.760114 1.644376  0.226
H 1.930615 0.206995 1.737000  0.214
H 0.639471 0.572890 2.893216  0.243
H -1.594462 -0.671947 -2.474568  0.431
H 1.822443 -1.707994 -1.898208  0.419
H 0.637652 -2.168135 -2.815388  0.412

Cartesian forces, eV/Å:
C 1.489 -0.323 0.183
C 2.187 1.537 -0.039
C -0.441 4.399 0.777
C -1.729 0.970 -0.418
C -3.112 0.299 2.583
C 0.393 0.049 -0.465
C 0.698 -3.334 1.408
N 2.650 -1.630 -1.598
N -1.924 0.940 0.088
F 0.223 1.178 -0.522
H -0.109 -0.439 -0.446
H -0.764 -0.802 -0.247
H -0.133 -2.199 -1.245
H -0.022 -1.591 0.829
H 0.145 0.856 0.410
H 0.492 -1.956 -0.488
H -0.092 2.015 -0.316
H 0.226 0.437 0.741
H 0.204 0.566 -0.713
H -0.754 -0.451 -0.235
H 1.665 0.360 0.994
H -1.292 -0.882 -1.281

***

4.
A 2-piece molecular cluster, C3H10N2O2 overall in a non-equilibrium geometry, computed with the ωB97M-V functional and the def2-TZVPD basis.

Calculated values
gap between HOMO and LUMO: 9.4272 eV
energy above the lowest of the compared OMol25 structures with the same formula, charge and spin: 2.675 eV
charge: 0
largest force on an atom: 2.68 eV/A
molar mass: 106.12 g/mol
DFT total energy: -380.23838 Eh
SMILES: NCNCC=O.O

Last column: natural (NBO) charge in e.
CARTESIAN COORDINATES (ANGSTROEM)
O -2.074354 0.016271 1.207898  -0.528
C -2.027578 0.817906 0.326154  0.439
C -0.865003 1.723890 -0.034352  -0.332
N 0.493389 1.526365 0.502961  -0.672
C 1.159084 0.249135 0.681132  -0.046
N 0.676074 -0.869594 1.426749  -0.848
H -2.895994 1.021605 -0.326805  0.100
H -0.773705 1.695279 -1.123896  0.195
H -1.238456 2.682330 0.330958  0.225
H 0.698553 2.405970 0.926043  0.379
H 2.103196 0.468103 1.176794  0.194
H 1.311980 -0.054749 -0.358427  0.147
H 0.947364 -0.858010 2.390733  0.363
H -0.278519 -1.105415 1.257064  0.384
H 0.837335 -3.311061 -3.583302  0.468
H 1.185181 -2.862531 -2.145255  0.472
O 0.741450 -3.545498 -2.654450  -0.940

Cartesian forces, eV/Å:
O -0.260 -0.504 0.375
C 0.539 0.543 -0.322
C 1.087 -1.249 0.025
N -2.517 0.841 0.344
C 0.718 0.405 -0.445
N 0.185 -0.021 -0.321
H -0.245 -0.059 -0.032
H -0.591 0.353 -0.256
H 0.110 0.325 -0.475
H 1.107 -0.417 1.006
H 0.316 0.268 -0.599
H 0.358 -0.484 0.028
H -0.408 0.080 0.307
H -0.399 -0.084 0.342
H 0.074 0.092 0.152
H 0.051 0.073 -0.069
O -0.127 -0.162 -0.060

***

5.
An isolated ion of composition C8H14O5P and charge -1 in a non-equilibrium geometry, computed with the ωB97M-V functional and the def2-TZVPD basis.

Calculated values
gap between HOMO and LUMO: 8.7186 eV
energy above the lowest of the compared OMol25 structures with the same formula, charge and spin: 0.000 eV
charge: -1
largest force on an atom: 5.40 eV/A
molar mass: 221.17 g/mol
DFT total energy: -1030.89829 Eh
SMILES: CCO[P@](=O)([O-])OCC(C)(C)C=C=O

Last column: natural (NBO) charge in e.
CARTESIAN COORDINATES (ANGSTROEM)
C -0.015967 2.814322 -0.094463  0.679
C 0.660892 -0.191046 1.452680  -0.041
C 0.302422 1.622219 -0.126794  -0.581
C 1.408544 1.095115 0.822097  -0.016
C 2.555401 0.502117 0.069756  -0.620
C 1.758693 2.184498 1.844715  -0.630
C -3.118978 -1.536118 -2.060254  -0.640
C -2.581430 -2.017287 -0.734757  -0.047
O -0.074085 -0.807795 -1.840450  -1.174
O -0.438176 3.917090 -0.136694  -0.543
O 1.179133 -2.613468 -0.313749  -1.143
O -0.324379 -0.786277 0.736594  -0.829
O -1.338862 -2.654585 -0.620837  -0.818
P 0.048644 -1.757714 -0.662480  2.506
H 1.339502 -0.956011 1.696984  0.172
H 0.175108 0.076530 2.438335  0.147
H 0.092125 0.828235 -0.835764  0.349
H 2.135644 -0.272550 -0.587400  0.255
H 3.214707 0.068685 0.747856  0.197
H 3.083979 1.368834 -0.370481  0.189
H 2.191922 2.963357 1.238568  0.204
H 2.634513 1.805843 2.401197  0.207
H 0.850244 2.552463 2.384618  0.222
H -3.722026 -2.220885 -2.617116  0.185
H -3.854059 -0.725408 -1.830864  0.193
H -2.289180 -1.198808 -2.578332  0.249
H -3.328917 -2.816558 -0.399829  0.146
H -2.545414 -1.244798 -0.023135  0.183

Cartesian forces, eV/Å:
C -2.442 4.426 -1.111
C -0.065 1.848 2.394
C 3.229 -4.280 0.600
C -3.126 -1.278 0.983
C -0.618 1.817 -1.127
C 0.433 -1.163 -0.573
C -1.289 0.736 1.292
C -1.993 -2.427 0.730
O 0.656 -0.996 1.002
O 0.453 -0.096 0.431
O 0.840 -0.434 -0.167
O -1.087 -1.225 -2.728
O 1.554 -0.208 -0.777
P -2.785 1.735 0.443
H 1.697 -0.818 0.399
H 0.455 0.235 -0.766
H -0.848 0.481 -0.649
H 0.783 0.542 -0.321
H 1.234 -1.023 1.250
H -0.028 -0.746 -0.700
H -0.007 0.833 -0.084
H -0.764 0.277 0.695
H 1.098 -0.436 -0.066
H 0.089 -0.989 -0.372
H 0.817 -0.173 -0.215
H 1.303 1.065 -1.572
H 0.868 1.029 0.135
H -0.461 1.268 0.873

***

6.
A 3-piece molecular cluster, C3H13N2O3 overall in a non-equilibrium geometry, computed with the ωB97M-V functional and the def2-TZVPD basis.

Calculated values
gap between HOMO and LUMO: 5.6466 eV
energy above the lowest of the compared OMol25 structures with the same formula, charge and spin: 7.018 eV
charge: +1
largest force on an atom: 3.70 eV/A
molar mass: 125.15 g/mol
DFT total energy: -456.89161 Eh

Last column: natural (NBO) charge in e.
CARTESIAN COORDINATES (ANGSTROEM)
N 0.728912 1.306966 -1.032465  -0.763
C -0.594750 1.724947 -0.607242  -0.145
C -1.307490 0.563389 0.211373  0.155
N -0.528457 -0.064891 1.191484  -0.292
C 0.646109 0.435329 1.899924  -0.450
O -1.766188 -0.273138 -0.677428  -0.418
H 0.924482 1.657652 -1.966007  0.397
H 0.929387 0.309407 -1.098103  0.418
H -0.635590 -1.079532 1.172390  0.433
H -0.456425 2.560937 0.097839  0.255
H -1.191569 2.029196 -1.469896  0.264
H -2.217723 1.030068 0.669931  0.379
H 0.942780 1.328910 1.373946  0.240
H 1.368014 -0.368437 1.972267  0.288
H 0.429615 0.724093 2.949847  0.257
H 1.071721 -1.788203 -0.319740  0.495
H 2.509843 -1.759151 -0.418853  0.499
O 1.814707 -1.279112 0.060030  -0.987
H -1.063021 -1.635383 -1.175327  0.474
H -1.152136 -3.050834 -1.398075  0.487
O -0.452221 -2.372214 -1.435893  -0.984

Cartesian forces, eV/Å:
N -0.518 -0.064 -0.631
C 2.097 1.252 -0.958
C -0.400 -3.674 -0.221
N 0.192 0.812 0.261
C -1.025 0.526 0.797
O -0.427 1.603 0.564
H -0.221 0.085 -0.002
H 0.136 0.078 0.623
H -0.088 0.056 0.055
H -0.570 -0.414 0.254
H -0.335 0.055 0.395
H 0.182 0.748 0.250
H 0.713 0.016 0.061
H 0.271 0.153 -0.409
H -0.409 -0.173 -0.414
H -0.366 -0.060 0.144
H 0.416 0.424 0.370
O -0.144 -0.908 -1.009
H 1.051 -0.155 -0.488
H 0.896 -0.483 -0.307
O -1.451 0.123 0.665